C16H20N4O2S2 | wB97M-V/def2-TZVPD

```
44
Properties=species:S:1:pos:R:3:mulliken_charge:R:1
O -4.813 -2.620 0.072 -0.61
C -3.744 -2.079 -0.061 0.21
C -3.556 -0.789 -0.815 -0.28
S -3.025 0.450 0.406 -0.32
C -1.820 1.392 -0.511 0.73
S -1.694 1.260 -2.146 -0.39
N -1.082 2.226 0.221 0.05
C 0.051 2.929 -0.352 -0.82
C 1.246 2.877 0.609 -1.01
C 1.207 1.568 1.393 0.28
C -0.021 1.545 2.311 -0.66
C -1.163 2.340 1.659 -1.05
N -2.628 -2.586 0.575 -0.03
C -1.294 -2.314 0.415 0.31
N -0.525 -2.694 1.439 -0.68
C 0.766 -2.474 1.318 -1.00
C 1.333 -1.924 0.166 0.74
C 0.440 -1.599 -0.866 0.50
N -0.865 -1.770 -0.716 -0.40
C 0.926 -1.070 -2.172 -0.27
C 2.293 -0.411 -2.032 -0.35
C 3.270 -1.350 -1.330 -0.96
C 2.791 -1.727 0.053 0.60
O 3.537 -1.875 0.994 -0.63
H -2.767 -0.849 -1.570 0.26
H -4.502 -0.479 -1.256 0.40
H -0.233 3.965 -0.568 0.26
H 0.298 2.444 -1.300 0.43
H 2.168 2.955 0.034 0.43
H 1.221 3.717 1.306 0.44
H 2.118 1.440 1.977 0.62
H 1.149 0.737 0.687 -0.54
H -0.333 0.515 2.483 0.24
H 0.213 1.991 3.277 0.40
H -1.073 3.403 1.902 0.38
H -2.135 1.995 2.010 0.42
H -2.822 -3.265 1.304 0.28
H 1.391 -2.756 2.155 0.53
H 0.186 -0.379 -2.579 -0.03
H 0.988 -1.916 -2.865 0.39
H 2.677 -0.148 -3.019 0.41
H 2.201 0.512 -1.456 -0.07
H 4.264 -0.907 -1.250 0.40
H 3.363 -2.279 -1.902 0.35
```

Calculated values
energy relative to the best compared isomer or geometry (same formula, charge and spin): 0.0 kcal/mol
total charge: 0
SMILES: O=C(CSC(=S)N1CCCCC1)Nc1ncc2c(n1)CCCC2=O


C3H5N2S | wB97M-V/def2-TZVPD

```
11
Properties=species:S:1:pos:R:3:mulliken_charge:R:1
C -1.025 -1.816 0.585 -0.68
C 0.082 -1.233 1.074 -0.13
C -0.081 1.344 -1.201 -0.77
N -0.181 -0.079 -0.797 -0.46
N 0.441 -0.130 0.318 0.36
S 1.473 0.979 0.956 -0.48
H -1.124 -2.897 0.997 0.05
H 0.753 -1.284 1.989 0.27
H -0.978 1.663 -1.918 0.24
H -0.173 1.924 -0.315 0.31
H 0.812 1.530 -1.689 0.29
```

Calculated values
energy relative to the best compared isomer or geometry (same formula, charge and spin): 67.3 kcal/mol
total charge: -1


C32H45F6N4O10S3SeSr | wB97M-V/def2-TZVPD

```
102
Properties=species:S:1:pos:R:3:mulliken_charge:R:1
Sr -0.601 0.162 -1.354 2.14
C 1.589 3.834 -0.231 -0.45
O 2.196 2.590 0.054 -0.33
C 2.958 2.115 -1.043 0.29
C 3.334 0.672 -0.771 -1.33
O 2.527 -0.284 -1.472 0.48
C 3.209 -0.866 -2.588 -0.33
C 3.464 0.052 -3.746 -0.73
O 2.308 0.179 -4.530 0.12
C 2.569 0.843 -5.749 -1.06
H 2.340 4.620 -0.377 0.37
H 0.965 4.097 0.623 0.06
H 0.966 3.775 -1.127 0.02
H 3.862 2.728 -1.168 0.47
H 2.368 2.183 -1.961 -0.36
H 3.181 0.484 0.293 0.55
H 4.387 0.502 -1.005 0.40
H 2.581 -1.693 -2.923 -0.34
H 4.170 -1.262 -2.245 0.54
H 4.283 -0.394 -4.331 0.52
H 3.804 1.045 -3.405 0.29
H 3.292 0.274 -6.345 0.33
H 2.959 1.851 -5.569 0.35
H 1.630 0.924 -6.289 0.24
F -1.105 4.461 -2.465 -0.24
C -1.531 3.581 -3.389 0.47
F -2.610 2.982 -2.893 -0.21
F -1.884 4.268 -4.472 -0.22
S -0.203 2.384 -3.811 1.17
O 0.178 1.894 -2.446 -0.37
O 0.745 3.294 -4.402 -0.76
N -0.811 1.326 -4.717 -0.66
S -1.274 -0.230 -3.987 0.96
O -2.195 0.200 -2.832 -1.07
O -1.595 -2.400 -3.820 -0.76
C -2.476 -0.430 -5.433 0.38
F -3.331 -1.410 -5.249 -0.18
F -1.743 -0.654 -6.527 -0.25
F -3.177 0.687 -5.594 -0.18
C 1.192 -2.100 5.793 -1.63
C 0.570 -2.886 4.632 2.10
C -0.905 -3.173 4.943 -1.60
C 1.304 -4.218 4.492 -2.17
C 0.672 -2.043 3.360 0.01
C 1.459 -2.395 2.272 -0.95
C 1.487 -1.567 1.162 -0.58
N 0.810 -0.428 1.076 0.99
C 0.062 -0.072 2.122 -0.02
C -0.033 -0.849 3.262 -0.52
C -0.738 1.198 1.990 -1.11
C -1.182 1.888 3.098 -0.70
C -2.001 3.006 2.955 0.55
C -2.330 3.387 1.664 -0.86
C -1.806 2.668 0.603 -1.10
N -1.023 1.606 0.750 1.75
C -2.531 3.723 4.196 1.91
C -3.186 5.058 3.841 -2.11
C -1.388 3.989 5.183 -1.67
C -3.579 2.818 4.861 -1.53
H 1.141 -2.685 6.716 0.45
H 0.668 -1.156 5.959 0.30
H 2.241 -1.870 5.590 0.36
H -0.980 -3.800 5.837 0.46
H -1.385 -3.699 4.114 0.27
H -1.472 -2.259 5.126 0.34
H 1.174 -4.800 5.407 0.45
H 2.377 -4.078 4.337 0.37
H 0.914 -4.809 3.659 0.41
H 2.029 -3.314 2.252 0.47
H 2.069 -1.830 0.284 0.24
H -0.701 -0.543 4.056 0.51
H -0.892 1.548 4.083 0.53
H -2.971 4.231 1.457 0.43
H -2.027 2.971 -0.416 0.08
H -2.495 5.717 3.309 0.43
H -3.499 5.564 4.758 0.45
H -4.076 4.924 3.221 0.35
H -0.571 4.534 4.701 0.35
H -0.977 3.066 5.595 0.34
H -1.754 4.590 6.020 0.46
H -4.404 2.609 4.175 0.36
H -3.985 3.301 5.755 0.42
H -3.143 1.860 5.154 0.32
Se -0.410 -2.974 -2.643 -0.15
C 0.824 -3.847 -3.780 0.46
C 0.583 -3.972 -5.137 -0.32
C 1.509 -4.662 -5.910 -0.43
N 2.629 -5.219 -5.435 -0.69
C 2.837 -5.087 -4.121 -0.39
C 1.978 -4.420 -3.262 -0.42
H -0.311 -3.537 -5.569 0.47
H 1.339 -4.774 -6.976 0.36
H 3.746 -5.538 -3.733 0.35
H 2.213 -4.356 -2.204 0.41
C -2.892 -3.291 0.902 -0.81
S -2.757 -1.666 0.277 1.16
O -3.760 -1.490 -0.747 -0.67
O -2.877 -0.783 1.429 -0.65
O -1.370 -1.618 -0.271 -0.58
H -3.902 -3.428 1.286 0.37
H -2.152 -3.410 1.695 0.00
H -2.689 -3.992 0.090 0.25
```

Calculated values
total charge: -1


Sequential E output: -48644.0479 -17002.9582 -175344.9606 eV